Record 1
{
  "formula": "C4H8O3",
  "method": "wB97M-V/def2-TZVPD",
  "multiplicity": 1,
  "total_energy_ev": -10418.5148,
  "homo_energy_ev": -9.6,
  "e_above_lowest_kj_mol": 240.13,
  "largest_force_ev_per_a": 0.45,
  "orbital_gap_ev": 10.291,
  "mol_weight_g_mol": 104.10,
  "smiles": "C=C(CO)OCO",
  "elements": ["C", "C", "C", "O", "O", "C", "O", "H", "H", "H", "H", "H", "H", "H", "H"],
  "positions_angstrom": [[-0.790, -1.354, 1.258], [0.185, -0.753, 0.584], [1.529, -0.349, 1.162], [2.046, 0.777, 0.496], [0.013, -0.307, -0.711], [-1.069, 0.652, -0.682], [-1.080, 1.482, -1.777], [-1.723, -1.639, 0.781], [-0.694, -1.550, 2.320], [1.401, -0.076, 2.214], [2.235, -1.195, 1.131], [1.888, 0.612, -0.446], [-0.941, 1.204, 0.254], [-1.999, 0.082, -0.679], [-0.736, 2.347, -1.518]],
  "atomic_forces_ev_per_a": [[0.09, 0.00, -0.02], [-0.12, -0.06, 0.31], [-0.03, -0.23, 0.27], [0.10, 0.03, -0.22], [-0.03, 0.08, 0.00], [-0.33, -0.08, 0.29], [0.29, 0.24, -0.17], [0.15, 0.06, 0.06], [0.14, -0.13, -0.14], [0.01, -0.10, -0.14], [-0.13, 0.13, -0.11], [0.05, 0.18, 0.13], [-0.27, 0.07, -0.10], [-0.01, 0.10, 0.02], [0.10, -0.27, -0.19]]
}

=====

Record 2
{
  "formula": "C13H28NO5",
  "method": "wB97M-V/def2-TZVPD",
  "multiplicity": 1,
  "total_energy_ev": -25654.0921,
  "homo_energy_ev": -11.6,
  "total_charge": 1,
  "e_above_lowest_kj_mol": 0.00,
  "largest_force_ev_per_a": 0.25,
  "orbital_gap_ev": 8.564,
  "mol_weight_g_mol": 278.37,
  "smiles": "CCOCCOCCOC[C@H]1[NH2+]CCO[C@@H]1COC",
  "elements": ["C", "C", "O", "C", "C", "O", "C", "C", "O", "C", "C", "N", "C", "C", "O", "C", "C", "O", "C", "H", "H", "H", "H", "H", "H", "H", "H", "H", "H", "H", "H", "H", "H", "H", "H", "H", "H", "H", "H", "H", "H", "H", "H", "H", "H", "H", "H"],
  "positions_angstrom": [[4.495, 3.326, 2.671], [3.849, 2.236, 1.848], [4.837, 1.667, 1.007], [4.335, 0.896, -0.060], [3.937, -0.509, 0.386], [3.178, -1.148, -0.638], [1.802, -1.194, -0.396], [1.174, -1.921, -1.576], [-0.223, -1.637, -1.703], [-1.064, -2.393, -0.879], [-2.247, -1.490, -0.565], [-3.267, -2.231, 0.256], [-4.484, -1.376, 0.459], [-4.022, -0.104, 1.209], [-2.623, -0.156, 1.423], [-1.862, -0.219, 0.219], [-1.971, 1.049, -0.622], [-3.086, 0.965, -1.479], [-3.001, 1.747, -2.667], [3.841, 3.613, 3.495], [4.705, 4.209, 2.070], [5.430, 2.959, 3.094], [3.409, 1.478, 2.508], [3.040, 2.649, 1.227], [3.470, 1.389, -0.530], [5.130, 0.840, -0.803], [4.823, -1.115, 0.575], [3.362, -0.457, 1.316], [1.364, -0.184, -0.337], [1.600, -1.714, 0.553], [1.323, -3.003, -1.512], [1.644, -1.569, -2.492], [-0.564, -2.711, 0.047], [-1.413, -3.298, -1.401], [-2.762, -1.235, -1.491], [-3.520, -3.097, -0.220], [-2.863, -2.467, 1.166], [-5.216, -1.946, 1.028], [-4.871, -1.155, -0.534], [-4.472, -0.058, 2.197], [-4.308, 0.786, 0.646], [-0.832, -0.322, 0.559], [-2.074, 1.890, 0.076], [-1.045, 1.191, -1.189], [-1.966, 1.815, -3.011], [-3.395, 2.751, -2.499], [-3.596, 1.253, -3.432]],
  "atomic_forces_ev_per_a": [[-0.02, -0.01, 0.11], [-0.06, 0.04, -0.06], [0.02, 0.00, -0.12], [0.00, 0.02, 0.10], [-0.02, 0.11, 0.01], [0.11, -0.17, 0.03], [-0.07, 0.04, -0.03], [-0.07, -0.16, -0.11], [-0.01, 0.14, 0.13], [0.01, -0.06, 0.05], [-0.03, -0.15, -0.11], [-0.04, -0.01, -0.15], [0.07, 0.11, 0.09], [-0.07, 0.05, -0.02], [0.00, -0.12, -0.01], [0.00, 0.04, 0.03], [-0.03, 0.17, 0.10], [-0.02, -0.22, -0.11], [0.02, 0.14, 0.06], [0.00, 0.04, -0.03], [0.05, -0.03, -0.02], [0.00, 0.01, 0.01], [0.02, -0.04, -0.03], [0.00, -0.03, 0.04], [0.01, -0.02, 0.05], [-0.05, -0.02, -0.02], [-0.01, 0.01, -0.02], [-0.01, -0.03, -0.03], [0.05, -0.01, 0.01], [-0.05, 0.07, -0.01], [0.09, 0.05, 0.01], [-0.03, 0.03, 0.01], [-0.01, 0.06, -0.01], [0.07, -0.02, 0.02], [0.07, 0.07, 0.04], [0.01, -0.02, 0.07], [-0.01, 0.03, 0.00], [0.02, -0.03, -0.06], [-0.01, 0.00, 0.03], [0.00, -0.01, 0.00], [0.01, -0.05, 0.00], [0.01, 0.07, 0.02], [0.07, 0.02, -0.05], [-0.04, -0.11, -0.05], [-0.04, -0.01, -0.01], [0.06, 0.00, 0.00], [-0.04, 0.00, 0.03]]
}

=====

Record 3
{
  "formula": "C6H8O2",
  "method": "wB97M-V/def2-TZVPD",
  "multiplicity": 1,
  "total_energy_ev": -10441.9203,
  "homo_energy_ev": [-7.0, -7.0],
  "e_above_lowest_kj_mol": 463.71,
  "largest_force_ev_per_a": 1.54,
  "orbital_gap_ev": [7.654, 7.649],
  "mol_weight_g_mol": 112.13,
  "smiles": "C[C@@]12C=C(O)[C@@]1(C)O2",
  "elements": ["C", "C", "C", "C", "O", "C", "C", "O", "H", "H", "H", "H", "H", "H", "H", "H"],
  "positions_angstrom": [[1.145, 1.678, 0.336], [0.845, 0.277, 0.712], [-0.206, -0.114, 1.701], [-0.844, -0.934, 0.850], [-2.036, -1.507, 0.916], [0.062, -1.044, -0.338], [-0.310, -0.527, -1.690], [1.495, -0.719, 0.104], [1.078, 2.328, 1.213], [0.395, 2.026, -0.388], [2.135, 1.767, -0.113], [-0.345, 0.155, 2.738], [-2.118, -2.110, 0.160], [-1.064, -1.208, -2.097], [0.524, -0.551, -2.393], [-0.755, 0.484, -1.713]],
  "atomic_forces_ev_per_a": [[-0.13, 0.16, -0.23], [-0.60, -0.71, -1.10], [-0.32, -0.32, 0.36], [1.28, 0.76, 0.23], [-0.28, -0.45, -0.25], [0.66, 1.39, 0.10], [-0.33, -0.04, -0.14], [-0.36, -0.69, 0.89], [-0.04, -0.11, -0.08], [0.04, 0.04, 0.02], [-0.10, -0.08, -0.02], [0.09, -0.09, -0.07], [-0.03, 0.05, 0.20], [0.00, 0.14, -0.12], [0.04, -0.04, 0.18], [0.08, -0.01, 0.04]]
}